# 1
{"formula": "CH4Cl2SSi", "method": "the ωB97M-V functional and the def2-TZVPD basis", "symbols": ["C", "Si", "S", "Cl", "Cl", "H", "H", "H", "H"], "positions_angstrom": [[-1.398231, -0.238744, 0.498588], [-0.094470, 0.587691, -0.724961], [3.083826, -0.546486, 0.783002], [-2.707143, 0.966776, 0.867058], [-2.056894, -1.697703, -0.206869], [-1.224651, -0.521989, 1.598958], [0.115079, -0.372038, -1.802601], [0.162421, 1.877637, -1.101971], [4.120061, -0.055143, 0.088795]], "atomic_forces_ev_per_a": [[-0.15, 0.73, 2.04], [0.57, -3.81, 1.59], [-0.74, 0.15, -0.14], [-0.18, 0.27, -0.50], [-0.08, -0.28, -0.44], [0.97, 0.41, -2.03], [-0.12, -0.03, -0.19], [-0.15, 2.45, -0.19], [-0.11, 0.12, -0.14]], "mulliken_charge": [-0.14, 0.37, -0.32, -0.18, -0.12, 0.34, -0.03, -0.04, 0.12], "fmax_ev_per_a": 4.17, "spin_multiplicity": 1, "lumo_ha": [-0.05306, -0.08278], "e_above_lowest_kcal_mol": 118.4, "e_homo_ev": [-9.324, -8.104], "total_energy_ev": -44855.7097, "orbital_gap_ha": [0.2896, 0.2150]}

# 2
{"formula": "C19H28N3O2S", "method": "the ωB97M-V functional and the def2-TZVPD basis", "symbols": ["C", "C", "O", "C", "C", "C", "N", "C", "C", "C", "S", "C", "N", "C", "C", "C", "C", "C", "N", "C", "C", "C", "C", "O", "C", "H", "H", "H", "H", "H", "H", "H", "H", "H", "H", "H", "H", "H", "H", "H", "H", "H", "H", "H", "H", "H", "H", "H", "H", "H", "H", "H", "H"], "positions_angstrom": [[-2.868869, -1.570377, 0.489890], [-2.394388, -0.738244, 1.670014], [-1.043098, -0.289459, 1.503485], [-0.755081, 1.029474, 1.262526], [0.450961, 1.496476, 1.797486], [1.347741, 0.542044, 2.545210], [1.562916, -0.667137, 1.723533], [2.694475, -1.552558, 2.053023], [3.215662, -2.205022, 0.774560], [2.283818, -3.241131, 0.159659], [0.503175, -2.817186, -0.058455], [0.475117, -1.399374, -1.113960], [1.338136, -0.411122, -0.883627], [1.275916, 0.655389, -1.689222], [2.254528, 1.751005, -1.445324], [0.310239, 0.725987, -2.682105], [-0.590343, -0.333911, -2.801077], [-1.684254, -0.347424, -3.805194], [-0.475701, -1.400099, -2.014673], [0.836659, 2.817776, 1.617490], [0.027891, 3.683845, 0.909902], [-1.141882, 3.222462, 0.333088], [-1.541739, 1.899241, 0.480186], [-2.644787, 1.373536, -0.115187], [-3.496846, 2.219261, -0.855722], [-2.871078, -0.975579, -0.418021], [-2.218069, -2.428517, 0.342837], [-3.876977, -1.922296, 0.685605], [-2.371353, -1.355487, 2.574962], [-3.056272, 0.110177, 1.844860], [2.308362, 1.021942, 2.740804], [0.899330, 0.253246, 3.500001], [0.671111, -1.191305, 1.720780], [1.649497, -0.391172, 0.675169], [2.385133, -2.307646, 2.778306], [3.491104, -0.952374, 2.497675], [3.435916, -1.425983, 0.042882], [4.153987, -2.715201, 1.000514], [2.655801, -3.542116, -0.818201], [2.221742, -4.125821, 0.793154], [1.776057, 2.543542, -0.869653], [2.589707, 2.174613, -2.388293], [3.112413, 1.387093, -0.886369], [0.250630, 1.583107, -3.332022], [-2.136948, 0.636148, -3.902321], [-2.431732, -1.084439, -3.526704], [-1.276246, -0.626105, -4.776948], [1.762587, 3.166297, 2.046979], [0.311079, 4.716746, 0.787222], [-1.744739, 3.904588, -0.242619], [-4.309315, 1.580833, -1.198037], [-3.904751, 3.021226, -0.234916], [-2.982841, 2.648997, -1.720557]], "atomic_forces_ev_per_a": [[0.28, 0.28, 0.19], [-0.62, -0.40, 0.12], [0.25, 0.39, -0.33], [0.03, 0.21, 0.13], [-0.19, -0.11, -0.07], [-0.18, 0.38, 0.24], [-0.24, 0.07, -0.08], [0.50, -0.31, 0.00], [-0.06, -0.05, 0.10], [-0.31, 0.31, -0.31], [0.17, -0.59, 0.02], [0.25, 0.03, 0.18], [-0.04, -0.03, -0.39], [-0.17, 0.05, -0.27], [-0.03, 0.12, -0.06], [-0.03, -0.26, 0.16], [0.35, 0.44, 0.14], [-0.08, 0.01, -0.10], [-0.34, -0.46, -0.12], [-0.09, -0.01, 0.03], [0.07, -0.02, 0.06], [-0.12, -0.08, -0.04], [0.01, -0.16, -0.02], [0.38, -0.21, 0.28], [-0.20, 0.17, -0.16], [-0.03, -0.01, -0.06], [-0.04, -0.11, 0.00], [-0.14, -0.09, 0.03], [-0.04, 0.13, -0.09], [0.13, -0.04, 0.04], [-0.05, -0.11, -0.02], [0.11, -0.09, -0.06], [0.35, 0.15, -0.03], [0.01, -0.09, 0.57], [-0.05, 0.11, 0.05], [-0.14, 0.00, 0.03], [0.09, -0.08, 0.06], [0.03, 0.06, 0.03], [0.05, -0.10, 0.06], [-0.01, -0.05, -0.02], [0.01, 0.04, 0.01], [0.07, 0.07, -0.04], [0.06, -0.02, 0.02], [0.00, 0.12, -0.09], [-0.05, 0.06, -0.05], [-0.04, 0.00, 0.00], [-0.01, -0.01, -0.08], [0.15, 0.04, 0.06], [0.03, 0.12, -0.01], [-0.11, 0.04, -0.07], [0.03, 0.09, -0.01], [0.03, -0.02, -0.02], [-0.01, 0.00, 0.03]], "mulliken_charge": [-0.89, -0.57, -0.46, 0.60, 1.11, -1.04, 0.40, -0.46, -0.54, -0.72, -0.19, -0.01, 0.12, 0.88, -1.39, -0.97, 0.87, -1.43, -0.44, -1.03, -1.18, -0.45, 0.46, -0.10, -1.16, 0.10, 0.26, 0.45, 0.43, 0.38, 0.45, 0.40, 0.41, -0.42, 0.36, 0.37, 0.21, 0.44, 0.41, 0.48, 0.14, 0.52, 0.26, 0.52, 0.36, 0.35, 0.38, 0.38, 0.39, 0.51, 0.24, 0.43, 0.40], "total_charge": 1, "fmax_ev_per_a": 0.75, "spin_multiplicity": 1, "smiles": "CCOc1c(C[NH2+]CCCSc2nc(C)cc(C)n2)cccc1OC", "lumo_ha": -0.08764, "e_above_lowest_kcal_mol": 5.8, "e_homo_ev": -11.328, "total_energy_ev": -39552.5558, "orbital_gap_ha": 0.3287}

# 3
{"formula": "C6H15NO", "method": "the ωB97M-V functional and the def2-TZVPD basis", "symbols": ["C", "C", "N", "C", "C", "C", "C", "O", "H", "H", "H", "H", "H", "H", "H", "H", "H", "H", "H", "H", "H", "H", "H"], "positions_angstrom": [[1.101026, -3.199323, 1.275515], [0.308352, -2.310097, 0.318356], [1.247907, -1.262161, -0.123954], [0.664236, -0.357421, -1.131525], [0.699589, 1.151181, -0.895676], [-0.127216, 1.573246, 0.348717], [-1.609889, 1.601698, 0.050073], [-2.180538, 2.897891, -0.110037], [0.429028, -3.776253, 1.913478], [1.740741, -2.610801, 1.931307], [1.704970, -3.932785, 0.744642], [-0.673108, -2.008309, 0.735238], [0.041019, -2.761057, -0.637706], [1.719268, -0.654676, 0.537321], [-0.373689, -0.675033, -1.330755], [1.186379, -0.595688, -2.074432], [1.733727, 1.529624, -0.831177], [0.425022, 1.657833, -1.831387], [0.141623, 0.829659, 1.105250], [0.304395, 2.541856, 0.635438], [-1.805976, 0.961903, -0.820288], [-2.207207, 1.273013, 0.912883], [-1.848101, 3.572930, 0.469866]], "atomic_forces_ev_per_a": [[-0.83, -0.69, -0.04], [1.21, 0.61, 0.05], [-0.83, 1.37, -0.48], [0.13, -0.81, -1.30], [0.59, 0.06, -0.01], [1.41, -0.05, -1.24], [-0.73, 0.51, 1.92], [-0.34, 0.11, -2.04], [-0.03, 0.01, 0.06], [0.00, 0.09, -0.08], [0.20, 0.19, -0.09], [0.48, 0.48, 0.22], [0.04, -0.70, 0.21], [-0.31, -0.73, 0.74], [0.12, 0.22, 0.20], [-0.17, 0.38, 0.03], [-0.03, -0.49, 0.51], [-0.69, -0.14, 0.26], [-0.33, 0.25, 0.25], [-0.62, -0.08, 0.37], [-0.33, 0.55, 0.11], [0.48, -1.05, -0.19], [0.58, -0.10, 0.55]], "mulliken_charge": [-1.14, -0.20, -0.34, -0.61, -1.03, -0.20, -0.40, -0.56, 0.34, 0.31, 0.28, 0.23, 0.35, 0.28, 0.26, 0.28, 0.38, 0.36, 0.18, 0.39, 0.24, 0.27, 0.30], "fmax_ev_per_a": 2.11, "spin_multiplicity": 1, "smiles": "CCNCCCCO", "lumo_ha": 0.03602, "e_above_lowest_kcal_mol": 49.3, "e_homo_ev": -8.641, "total_energy_ev": -10001.6201, "orbital_gap_ha": 0.3536}

# 4
{"formula": "C4H9NO2", "method": "the ωB97M-V functional and the def2-TZVPD basis", "symbols": ["H", "N", "C", "O", "C", "C", "O", "C", "H", "H", "H", "H", "H", "H", "H", "H"], "positions_angstrom": [[-2.084094, 0.575686, 0.156748], [-2.024742, -0.413871, 0.377176], [-0.894786, -0.944792, 0.214830], [-0.810911, -2.287456, 0.143363], [0.421461, -0.189765, 0.212926], [0.933773, 0.005959, 1.633910], [0.145719, 1.153649, -0.345717], [0.005763, 1.260526, -1.737969], [0.108228, -2.582172, 0.143533], [1.168405, -0.708929, -0.413723], [0.201878, 0.574992, 2.201157], [1.864630, 0.567656, 1.615014], [1.091016, -0.950931, 2.128355], [-0.959941, 0.842974, -2.048488], [0.806983, 0.771960, -2.307323], [0.026620, 2.324514, -1.973793]], "atomic_forces_ev_per_a": [[0.62, 0.02, 0.64], [-0.46, -0.76, -0.89], [-0.33, 0.78, 0.33], [0.08, -0.46, 0.29], [-0.47, 1.57, -1.20], [-0.10, 0.17, -0.35], [1.11, -1.16, 1.32], [-0.32, -0.28, -0.24], [-0.08, 0.11, 0.00], [-0.13, 0.23, 0.05], [-0.09, 0.00, 0.03], [0.08, -0.05, 0.00], [0.03, -0.06, 0.01], [0.09, 0.01, -0.20], [0.01, -0.05, 0.20], [-0.04, -0.05, 0.03]], "mulliken_charge": [0.30, -0.71, 0.48, -0.47, 0.16, -1.28, -0.41, -0.73, 0.35, 0.42, 0.33, 0.36, 0.34, 0.32, 0.29, 0.26], "fmax_ev_per_a": 2.07, "spin_multiplicity": 1, "smiles": "[H]/N=C(/O)[C@H](C)OC", "lumo_ha": 0.02311, "e_above_lowest_kcal_mol": 44.6, "e_homo_ev": -9.710, "total_energy_ev": -9878.1283, "orbital_gap_ha": 0.3800}

# 5
{"formula": "C3H10N2", "method": "the ωB97M-V functional and the def2-TZVPD basis", "symbols": ["C", "N", "H", "H", "H", "H", "H", "C", "C", "N", "H", "H", "H", "H", "H"], "positions_angstrom": [[-2.981297, 0.263859, 2.913716], [-3.986618, 0.023616, 1.902440], [-2.671792, -0.727814, 3.265095], [-2.093496, 0.821663, 2.599205], [-3.465484, 0.687698, 3.801042], [-4.150217, 0.829046, 1.308757], [-3.854889, -0.734033, 1.250172], [3.615851, -0.986311, -2.617046], [3.025102, -0.184385, -1.723868], [2.347181, 1.007065, -1.930214], [3.441255, -0.918964, -3.682724], [3.823470, -2.006866, -2.301922], [3.283558, -0.296702, -0.669870], [1.671586, 1.336784, -1.246095], [1.995789, 0.885344, -2.868687]], "atomic_forces_ev_per_a": [[0.01, -1.16, 0.25], [-1.13, 0.61, -0.71], [0.33, 0.20, -0.03], [-0.10, 0.07, 0.06], [0.21, 0.40, -0.19], [0.09, 0.12, 0.25], [0.67, -0.22, 0.32], [-0.98, -0.87, -0.20], [0.71, 1.15, 1.59], [0.80, -1.02, -1.55], [-0.06, 0.33, -0.15], [0.69, 0.30, 0.25], [-0.43, -0.60, -0.07], [-0.07, -0.32, 0.27], [-0.74, 1.02, -0.07]], "mulliken_charge": [-1.57, -0.72, 0.37, 0.59, 0.38, 0.31, 0.30, -0.54, -1.70, -0.77, 0.26, 0.34, 0.64, 0.84, 0.28], "total_charge": -1, "fmax_ev_per_a": 2.08, "spin_multiplicity": 2, "s_squared": 0.751, "lumo_ha": [0.14281, 0.15175], "e_above_lowest_kcal_mol": 29.9, "e_homo_ev": [1.247, -4.926], "total_energy_ev": -6250.7083, "orbital_gap_ha": [0.0970, 0.3328]}

# 6
{"formula": "C4H4S3", "method": "the ωB97M-V functional and the def2-TZVPD basis", "symbols": ["C", "C", "C", "C", "S", "S", "S", "H", "H", "H", "H"], "positions_angstrom": [[-0.484197, -0.810245, -0.615805], [0.373336, -0.261185, 0.478872], [1.866948, -0.436438, 0.177674], [-1.847300, 1.353394, -0.144570], [2.724966, 0.590961, -0.717476], [-1.972373, -0.121800, -0.940303], [-0.311855, 1.485951, 0.737791], [-0.144440, -1.624177, -1.231372], [0.193979, -0.770091, 1.444748], [2.319920, -1.299507, 0.650611], [-2.718989, 1.893139, 0.159829]], "atomic_forces_ev_per_a": [[-1.11, 0.25, -0.44], [-0.66, 0.18, 0.77], [-0.47, 1.52, -0.33], [1.10, -2.26, -0.19], [-0.08, -0.45, 0.25], [1.22, 0.85, 0.76], [0.23, -0.08, -0.34], [-0.14, -0.11, -0.14], [0.12, -0.03, -0.28], [0.00, -0.22, -0.02], [-0.20, 0.35, -0.04]], "mulliken_charge": [-0.55, 0.11, -0.33, -0.32, -0.17, -0.05, -0.12, 0.39, 0.29, 0.32, 0.42], "fmax_ev_per_a": 2.52, "spin_multiplicity": 1, "lumo_ha": -0.02123, "e_above_lowest_kcal_mol": 63.1, "e_homo_ev": -7.153, "total_energy_ev": -36715.0568, "orbital_gap_ha": 0.2416}

Copy entry 1 word for word.
{"formula": "CH4Cl2SSi", "method": "the ωB97M-V functional and the def2-TZVPD basis", "symbols": ["C", "Si", "S", "Cl", "Cl", "H", "H", "H", "H"], "positions_angstrom": [[-1.398231, -0.238744, 0.498588], [-0.094470, 0.587691, -0.724961], [3.083826, -0.546486, 0.783002], [-2.707143, 0.966776, 0.867058], [-2.056894, -1.697703, -0.206869], [-1.224651, -0.521989, 1.598958], [0.115079, -0.372038, -1.802601], [0.162421, 1.877637, -1.101971], [4.120061, -0.055143, 0.088795]], "atomic_forces_ev_per_a": [[-0.15, 0.73, 2.04], [0.57, -3.81, 1.59], [-0.74, 0.15, -0.14], [-0.18, 0.27, -0.50], [-0.08, -0.28, -0.44], [0.97, 0.41, -2.03], [-0.12, -0.03, -0.19], [-0.15, 2.45, -0.19], [-0.11, 0.12, -0.14]], "mulliken_charge": [-0.14, 0.37, -0.32, -0.18, -0.12, 0.34, -0.03, -0.04, 0.12], "fmax_ev_per_a": 4.17, "spin_multiplicity": 1, "lumo_ha": [-0.05306, -0.08278], "e_above_lowest_kcal_mol": 118.4, "e_homo_ev": [-9.324, -8.104], "total_energy_ev": -44855.7097, "orbital_gap_ha": [0.2896, 0.2150]}